# 1
Density functional theory data (wB97M-V/def2-TZVPD) for a cluster of 2 separate species, C3H3I in total in a non-equilibrium geometry.

Summary:
Molar mass in g/mol: 166.0
ΔE to the lowest compared entry with this formula, charge and spin in kJ/mol: 659.4
E in eV: -11250.9749
HOMO in eV: -8.74

Last column: natural (NBO) charge in e.
Positions of all 7 atoms, in Å:
C  0.40409  0.39497  -0.13400  0.2442
C  -1.99490  -1.17631  -0.01172  -0.1509
C  1.62196  0.75743  0.05178  -0.8191
I  3.60150  0.12264  -0.01549  0.2572
H  -2.61083  -1.47502  -0.86819  0.0712
H  -2.52299  -0.45708  0.49477  0.0631
H  1.50117  1.83337  0.48285  0.3343

Forces on the atoms, in the same order (eV/Å):
C -0.40 0.19 -0.16
C 1.87 -2.80 -0.76
C 0.80 1.48 0.85
I -0.57 -0.03 -0.06
H -0.10 0.37 -0.44
H -1.48 2.33 1.30
H -0.12 -1.54 -0.73

***

# 2
Density functional theory data (wB97M-V/def2-TZVPD) for a cluster of 3 separate species, C18H32Br5N4O2 in total in a non-equilibrium geometry.

Summary:
Net charge: +1
Molar mass in g/mol: 736.0
E in eV: -379443.8607
HOMO in eV: -10.26

Last column: natural (NBO) charge in e.
Positions of all 61 atoms, in Å:
C  2.96600  -0.95528  -1.85511  -0.6463
C  1.97529  -1.11870  -0.72902  0.0630
C  2.53361  -1.30581  0.67034  -0.6743
C  0.65680  -1.13234  -0.97294  -0.2320
C  -0.39726  -0.62758  -0.01730  -0.4510
C  -0.93634  0.73483  -0.51366  -0.3964
C  -0.91087  1.85835  0.52671  -0.2218
C  -1.33859  3.18768  -0.10326  -0.6146
C  -1.68021  1.57477  1.82469  -0.4157
C  -3.19638  1.62505  1.72186  -0.2337
N  -3.74598  0.49583  0.94619  -0.1405
C  -3.53786  -0.80054  1.09190  0.2752
N  -4.18249  -1.52590  0.18812  -0.4739
C  -4.84089  -0.63937  -0.56676  0.5331
N  -5.61510  -0.93763  -1.61447  -0.5759
C  -5.77099  -2.33423  -2.03015  -0.3199
C  -6.95249  -2.38299  -2.98820  0.4803
O  -6.89669  -1.91697  -4.07677  -0.4694
Br  -8.53943  -3.20512  -2.30775  0.0433
N  -4.58970  0.59400  -0.11040  0.1008
O  -4.99671  1.84163  -0.48136  -0.4701
H  3.63363  -1.81894  -1.94209  0.2269
H  3.56812  -0.07406  -1.62807  0.2261
H  2.41622  -0.82499  -2.78632  0.2126
H  3.60445  -1.49969  0.59543  0.2218
H  2.38642  -0.45462  1.33967  0.2266
H  2.08321  -2.19053  1.12011  0.2215
H  0.28510  -1.55049  -1.90692  0.1960
H  0.04080  -0.52177  0.97860  0.2119
H  -1.21213  -1.35982  0.02372  0.1909
H  -0.28106  1.06166  -1.32526  0.2329
H  -1.92607  0.64123  -0.98025  0.1700
H  0.13489  1.97780  0.81858  0.2261
H  -1.23894  3.99996  0.62060  0.2180
H  -0.65057  3.42611  -0.91567  0.2306
H  -2.35338  3.15613  -0.50474  0.1903
H  -1.41423  2.35532  2.54396  0.2430
H  -1.35559  0.63638  2.28111  0.2197
H  -3.56601  2.55395  1.29658  0.2511
H  -3.63228  1.54547  2.71931  0.2346
H  -2.90002  -1.25044  1.83484  0.2545
H  -6.07812  -0.22814  -2.15658  0.4178
H  -5.89812  -2.97460  -1.16289  0.2523
H  -4.89283  -2.64148  -2.60286  0.2406
H  -5.50545  1.75603  -1.30037  0.5035
Br  6.04008  -2.40655  -0.96806  -0.0211
C  7.40690  -2.08936  -2.31973  -0.4414
C  7.49261  -0.64173  -2.71784  -0.4494
Br  6.03015  -0.11693  -3.88563  -0.0112
H  7.17080  -2.73838  -3.15639  0.2344
H  8.34086  -2.40865  -1.86323  0.2333
H  8.39969  -0.46560  -3.29123  0.2348
H  7.46653  0.02538  -1.86251  0.2309
Br  2.68768  -0.59594  4.72102  -0.0109
C  3.81599  0.97157  4.49976  -0.4513
C  2.99787  2.21967  4.30455  -0.4369
Br  2.23750  2.29081  2.51299  -0.0325
H  4.47031  0.76930  3.65794  0.2353
H  4.40468  1.04501  5.41106  0.2382
H  3.61975  3.10696  4.39541  0.2362
H  2.16678  2.28428  4.99875  0.2319

Forces on the atoms, in the same order (eV/Å):
C -0.51 -1.06 0.24
C -0.24 -0.11 0.00
C 0.11 0.45 -0.23
C 0.06 -0.11 0.31
C -0.02 -0.71 -0.13
C 0.22 0.05 -0.07
C -0.22 0.05 -0.11
C 0.47 -0.11 0.15
C 0.20 0.27 -0.21
C -0.10 0.01 0.54
N 0.26 0.09 0.34
C -0.07 -0.60 -0.27
N -0.07 0.04 -0.06
C -0.01 0.00 -0.06
N -0.19 -0.12 0.13
C 0.15 0.09 -0.13
C 0.07 0.00 -0.23
O -0.08 0.05 0.18
Br -0.01 -0.04 0.06
N -0.05 0.12 -0.19
O -0.03 0.10 0.13
H -0.05 0.31 -0.06
H 0.07 0.00 -0.19
H 0.22 0.15 -0.09
H 0.02 0.13 0.10
H 0.05 -0.05 -0.01
H -0.05 0.09 0.10
H 0.11 0.94 -0.46
H -0.10 -0.02 0.03
H 0.00 0.06 0.25
H -0.08 0.02 -0.03
H -0.03 -0.06 0.10
H -0.03 -0.10 0.06
H -0.23 0.02 -0.01
H -0.16 -0.01 -0.11
H 0.00 0.07 -0.01
H -0.03 -0.05 0.03
H -0.06 -0.03 -0.04
H 0.05 -0.10 -0.22
H -0.05 0.00 -0.05
H 0.03 0.32 0.15
H 0.08 0.01 -0.06
H -0.05 0.05 -0.01
H -0.02 -0.12 0.06
H 0.08 -0.03 -0.06
Br 0.27 -0.07 0.00
C 0.05 -0.08 0.18
C -0.03 0.05 -0.15
Br -0.02 0.01 0.06
H 0.00 0.02 -0.02
H 0.01 0.02 -0.01
H 0.01 -0.02 0.01
H 0.02 -0.02 0.02
Br 0.01 0.00 -0.06
C -0.06 -0.09 0.11
C 0.06 0.05 -0.08
Br -0.04 0.06 0.07
H 0.02 0.03 0.00
H -0.02 0.02 0.01
H 0.03 -0.02 -0.03
H 0.01 -0.02 0.02